104
Properties=species:S:1:pos:R:3:forces:R:3 method="wB97M-V/def2-TZVPD" lumo_energy_ev="-1.3 / -1.3" charge=0 homo_energy_ev="-7.00 / -7.06" total_energy_ev=-64004.8536 homo_lumo_gap_ev="5.690 / 5.775"
Mg 2.234621 0.484100 -0.360528 0.8 -0.2 -0.2
C -4.619756 0.958693 -2.162801 0.1 -0.2 -0.1
C -3.848599 -0.186060 -2.838377 -0.2 -0.1 0.0
C -4.294555 -0.246311 -4.301715 0.1 0.0 0.2
C -4.210546 -1.522802 -2.174426 0.0 0.2 -0.1
C -2.350537 0.038870 -2.680686 0.0 0.0 0.6
C -1.802893 0.103180 -1.428424 -0.3 0.1 -0.2
C -0.413752 0.274712 -1.253706 -0.2 0.0 -0.4
N 0.258476 0.350846 -0.120228 -0.8 -0.1 0.2
C -0.089280 0.404175 1.145693 -0.1 -0.1 0.4
C -1.363658 0.672675 1.694410 -0.3 0.0 0.3
C -1.618518 0.468008 3.019823 -0.3 0.1 -0.6
C -0.560294 -0.008164 3.835596 0.6 -0.1 -0.1
C 0.720949 -0.193706 3.401386 0.0 0.0 0.4
C 1.035345 0.082565 2.021108 -0.6 0.1 0.4
O 2.180573 -0.041443 1.533102 0.4 -0.3 0.5
C 1.834741 -0.677229 4.315787 0.1 -0.1 0.0
C 2.340042 -2.022775 3.767654 0.0 0.1 0.0
C 2.959864 0.365126 4.330023 0.0 0.0 -0.1
C 1.377858 -0.877476 5.763303 0.0 0.0 -0.3
C -3.015333 0.719352 3.571984 -0.2 0.1 0.0
C -3.137686 0.416584 5.067691 0.1 0.0 -0.2
C -3.386992 2.191576 3.356972 0.0 -0.1 0.0
C -4.015877 -0.179682 2.827819 0.1 0.1 0.1
C 0.493137 0.274569 -2.403513 -0.8 -0.1 -0.1
O 1.725408 0.264019 -2.187578 0.3 0.0 -1.1
C -0.116598 0.287413 -3.708630 -0.1 0.0 -0.2
C -1.481547 0.179987 -3.787524 0.4 0.0 0.0
C 0.669824 0.458339 -5.007014 0.0 0.0 -0.2
C 0.386960 -0.731664 -5.938080 0.0 0.2 0.1
C 0.205408 1.770058 -5.659934 0.1 -0.2 0.0
C 2.185807 0.558900 -4.825829 -0.1 0.0 0.0
H -5.689190 0.833581 -2.324141 -0.1 0.0 0.0
H -4.318545 1.914210 -2.587316 0.0 0.1 0.0
H -4.439780 0.984082 -1.091548 0.0 0.0 0.2
H -5.369830 -0.410627 -4.336281 -0.1 0.0 0.0
H -3.810767 -1.066635 -4.828139 0.0 0.0 -0.1
H -4.082619 0.688745 -4.816056 0.0 0.1 -0.1
H -5.279727 -1.705601 -2.255811 -0.2 -0.1 0.0
H -3.941436 -1.529984 -1.121615 0.0 0.0 0.1
H -3.679954 -2.336508 -2.664804 0.0 -0.1 0.0
H -2.421235 -0.019067 -0.554088 -0.1 0.0 0.0
H -2.111550 1.099061 1.046050 -0.2 0.0 0.0
H -0.773743 -0.199583 4.870460 0.0 -0.1 0.2
H 2.693148 -1.907210 2.745543 0.0 -0.1 0.0
H 1.531391 -2.753740 3.768161 0.0 -0.1 0.0
H 3.154203 -2.407663 4.379837 0.1 0.0 0.1
H 3.385143 0.486363 3.338799 0.1 0.1 0.0
H 3.742429 0.063408 5.024300 0.1 0.0 0.1
H 2.556663 1.324889 4.644363 0.0 0.2 0.0
H 0.606984 -1.641061 5.843637 -0.1 -0.1 0.0
H 1.009524 0.056490 6.180165 -0.1 0.1 0.1
H 2.230509 -1.195345 6.358744 0.1 -0.1 0.1
H -2.457740 1.032693 5.650764 0.1 0.0 0.1
H -2.940999 -0.631933 5.280038 0.1 -0.1 0.1
H -4.153585 0.635941 5.391332 -0.1 0.0 0.0
H -2.658235 2.834825 3.842901 0.1 0.1 0.1
H -4.369677 2.392281 3.778474 -0.1 0.1 0.0
H -3.410805 2.447901 2.302227 0.0 0.0 -0.2
H -3.749537 -1.226705 2.956380 0.0 -0.1 0.0
H -4.031700 0.043228 1.764942 0.0 0.0 -0.2
H -5.022298 -0.034451 3.215869 -0.1 0.0 0.1
H -1.929895 0.182644 -4.766208 0.0 0.0 -0.2
H -0.657087 -0.783119 -6.235726 -0.1 0.0 0.0
H 0.647579 -1.663459 -5.440005 0.0 -0.1 0.0
H 0.989822 -0.644267 -6.838566 0.1 0.0 -0.2
H -0.861746 1.770015 -5.865551 -0.1 0.0 0.0
H 0.733152 1.930758 -6.596653 0.1 0.0 -0.2
H 0.426955 2.599636 -4.993158 0.0 0.2 0.0
H 2.595083 -0.353917 -4.403583 0.1 -0.1 0.0
H 2.451254 1.386143 -4.175020 0.1 0.0 0.1
H 2.639345 0.721423 -5.802789 0.0 0.0 -0.1
C 5.084458 1.281059 0.215374 0.8 0.7 0.1
O 4.264073 0.219284 -0.224861 -0.3 -0.6 -0.1
H 6.121094 0.936199 0.328360 -0.2 0.1 0.0
H 4.731165 1.698236 1.162314 0.0 -0.1 -0.1
H 5.042821 2.059181 -0.543817 0.0 0.0 0.0
H 4.035564 -0.303711 0.550514 0.3 -0.4 0.4
N 2.703631 -3.846504 -1.466911 0.2 -0.1 -0.2
C 2.923664 -2.512968 -1.323668 0.1 -0.1 -0.1
N 2.094370 -1.945415 -0.503617 0.3 0.6 -0.1
C 1.246228 -2.937872 -0.070516 0.0 -1.0 -0.2
C 0.158823 -2.912584 0.799103 0.1 0.0 0.0
C -0.499629 -4.098916 1.044904 -0.1 0.1 0.1
C -0.103175 -5.300629 0.451651 0.1 -0.1 -0.1
C 0.967905 -5.354644 -0.417814 0.0 -0.1 0.0
C 1.628357 -4.160560 -0.672921 -0.4 0.3 0.5
H 3.216280 -4.488365 -2.048230 0.0 0.2 0.0
H 3.701594 -1.980974 -1.838104 0.2 0.0 -0.2
H -0.153442 -1.993085 1.264186 -0.1 0.0 0.1
H -1.348308 -4.098193 1.714258 0.0 0.0 0.0
H -0.651753 -6.201357 0.683730 0.0 -0.1 0.0
H 1.275573 -6.282293 -0.879148 0.0 -0.1 0.0
O 2.888156 2.917676 -2.005809 0.3 0.0 -0.5
C 2.508930 3.294684 -0.915350 0.0 1.1 -0.1
C 2.398526 4.762903 -0.479107 0.0 0.0 -0.1
C 1.994683 4.660816 0.981416 -0.1 0.0 0.1
C 1.811271 3.150139 1.198539 0.0 0.9 0.3
O 1.431331 2.660216 2.244562 -0.1 0.1 0.4
N 2.153765 2.470750 0.086068 0.1 -0.5 0.0
H 1.659318 5.284004 -1.089571 0.0 -0.1 -0.1
H 3.358178 5.256605 -0.635204 0.0 0.0 -0.1
H 1.075468 5.193726 1.225850 0.0 -0.1 0.0
H 2.766988 5.018713 1.664533 0.0 0.0 0.0


102
Properties=species:S:1:pos:R:3:forces:R:3 method="wB97M-V/def2-TZVPD" lumo_energy_ev="2.6 / 2.6" charge=-1 homo_energy_ev="-4.06 / -4.15" spin_multiplicity=6 total_energy_ev=-118399.8761 s2=8.756 homo_lumo_gap_ev="6.714 / 6.800"
Mn 0.466004 0.285613 -0.401253 0.3 -0.2 -0.2
C 3.807241 0.871687 0.791797 -0.1 0.0 0.0
N 2.689594 0.040084 1.272047 0.1 -0.1 0.1
C 3.024376 -1.388935 1.236808 -0.1 0.1 -0.1
C 1.943418 -2.234716 0.580330 0.0 0.0 -0.2
N 1.687255 -1.884471 -0.834267 0.0 -0.1 0.4
C 0.749883 -2.864423 -1.403708 -0.1 0.1 0.0
C 2.898834 -1.876217 -1.640901 0.0 0.1 0.0
C 3.695729 -3.016234 -1.684799 0.0 0.0 0.0
C 4.833000 -3.074029 -2.471667 0.0 0.0 0.0
C 5.163935 -1.965104 -3.244647 0.0 0.0 0.0
C 4.375982 -0.832295 -3.209034 0.0 0.0 0.0
C 3.226614 -0.740046 -2.398733 0.1 0.0 0.0
S 2.313189 0.734324 -2.343936 -0.2 0.0 0.2
C 2.265161 0.591351 2.537239 0.0 -0.1 -0.1
C 2.821366 0.182888 3.745453 -0.1 -0.1 -0.1
C 2.457669 0.771741 4.948010 0.0 0.0 0.0
C 1.539502 1.813039 4.940066 0.0 0.0 0.0
C 1.011417 2.255321 3.739196 0.0 0.0 -0.1
C 1.364025 1.672242 2.515118 0.0 0.0 0.0
S 0.700292 2.314320 1.031908 -0.1 0.0 0.0
H 4.627126 0.877488 1.524626 0.0 0.0 0.0
H 3.448818 1.887870 0.638115 0.0 0.0 0.0
H 4.166682 0.497284 -0.160826 0.0 0.0 -0.1
H 3.203012 -1.804785 2.230098 0.1 0.0 0.0
H 3.952646 -1.511087 0.677436 0.0 0.0 0.0
H 1.000626 -2.111784 1.121120 0.1 0.0 -0.2
H 2.224283 -3.295682 0.675576 0.0 0.0 0.0
H 1.112625 -3.892408 -1.269848 0.0 0.0 0.0
H 0.636214 -2.673913 -2.469603 0.0 0.0 0.0
H -0.219218 -2.779190 -0.922074 0.1 0.0 0.0
H 3.423037 -3.880095 -1.088597 0.0 0.0 0.0
H 5.448225 -3.964846 -2.480083 0.0 0.0 0.0
H 6.043063 -1.989215 -3.878402 0.0 0.0 0.0
H 4.632973 0.030198 -3.811098 0.0 0.0 0.0
H 3.561183 -0.607829 3.758559 0.0 0.0 0.0
H 2.896174 0.425335 5.875756 0.0 0.0 0.0
H 1.244275 2.287771 5.868498 0.0 0.0 0.0
H 0.304328 3.075702 3.720375 0.0 0.0 0.0
C -2.529494 1.211749 2.632716 0.1 0.0 0.0
C -2.307471 -0.151384 3.286507 0.0 0.0 -0.1
C -3.625310 -0.916170 3.382896 0.0 0.0 0.1
P -0.902162 -1.112009 2.486570 -0.2 0.2 0.2
C -0.295538 -2.046799 3.991537 0.0 -0.1 0.0
C -1.292513 -2.577655 5.026560 0.0 0.0 0.0
C 0.721095 -3.120555 3.593623 0.0 0.0 0.1
C -1.738641 -2.357781 1.445659 0.0 0.1 -0.1
C -1.990011 -3.681563 1.816032 -0.1 -0.1 0.0
C -2.565584 -4.597347 0.952679 0.0 0.0 0.1
C -2.896099 -4.186515 -0.333925 0.0 0.0 0.0
C -2.647185 -2.888810 -0.725136 0.0 0.0 -0.1
C -2.068023 -1.937453 0.139725 0.0 -0.1 -0.1
N -1.771430 -0.655843 -0.332474 0.0 0.0 0.0
C -2.820678 -0.012739 -0.951734 0.0 0.0 0.1
C -4.179063 -0.369600 -0.717240 0.0 0.0 0.1
C -5.234069 0.301847 -1.293917 0.0 0.0 0.0
C -5.022148 1.385940 -2.143331 0.0 0.0 0.0
C -3.714492 1.768136 -2.375210 0.0 0.0 0.0
C -2.627129 1.103836 -1.807697 0.0 0.1 0.0
P -0.926939 1.608583 -2.129036 -0.3 0.2 -0.1
C -0.708257 1.232451 -3.935226 0.1 -0.1 0.0
C -0.707712 -0.296164 -4.043427 0.0 0.0 0.0
C -1.691855 1.801855 -4.956219 0.0 0.0 0.0
C -0.823822 3.453568 -1.831432 0.1 0.0 -0.1
C -0.807405 4.377248 -3.046126 0.0 0.0 0.0
C -1.834125 3.923387 -0.786705 0.0 0.0 0.0
H -3.202811 1.815845 3.249654 0.0 0.0 0.0
H -1.590783 1.751607 2.507509 0.0 0.0 0.0
H -2.984440 1.099948 1.648334 0.0 0.0 -0.1
H -1.929475 0.029237 4.299602 0.1 0.0 0.0
H -4.063644 -1.033821 2.392663 0.0 0.0 -0.1
H -3.510044 -1.911685 3.812715 0.0 0.0 0.0
H -4.337059 -0.356471 3.998178 0.0 0.0 0.0
H 0.270707 -1.248050 4.486347 0.0 0.0 0.0
H -1.950932 -3.352188 4.634688 0.0 0.0 0.0
H -0.737851 -3.013750 5.863525 0.0 0.0 0.0
H -1.920930 -1.784022 5.430822 0.0 0.0 0.0
H 0.302768 -3.866847 2.916646 0.1 0.0 0.0
H 1.575787 -2.667200 3.098234 0.0 0.0 0.1
H 1.088699 -3.641853 4.482132 0.0 0.0 0.0
H -1.738242 -4.011952 2.812946 0.0 0.0 0.0
H -2.746268 -5.614437 1.277370 0.0 0.0 0.0
H -3.335903 -4.886094 -1.035574 0.0 0.0 0.0
H -2.883938 -2.576815 -1.736028 0.0 0.0 0.0
H -4.396783 -1.188497 -0.046959 0.0 0.0 0.0
H -6.245514 -0.017080 -1.066172 0.0 0.0 0.0
H -5.849210 1.918017 -2.595165 0.0 0.0 0.0
H -3.522671 2.623903 -3.012886 0.0 0.0 0.0
H 0.305183 1.575846 -4.160580 0.0 0.0 0.0
H -1.710723 -0.688399 -3.854553 0.0 0.0 0.0
H -0.395906 -0.605278 -5.044289 0.0 0.0 0.0
H -0.015778 -0.737044 -3.325675 0.0 0.0 0.0
H -2.675016 1.341582 -4.846264 0.0 0.0 0.0
H -1.807500 2.881712 -4.899759 0.0 0.0 0.0
H -1.329164 1.560660 -5.960123 0.0 0.0 0.0
H 0.161718 3.528991 -1.360561 0.0 0.0 -0.1
H -1.802101 4.487852 -3.483489 0.0 0.0 0.0
H -0.479428 5.371380 -2.729626 0.0 0.0 0.0
H -0.119771 4.032561 -3.819420 0.0 0.0 0.0
H -2.843498 3.979279 -1.196691 0.0 0.0 0.0
H -1.855031 3.256748 0.075986 0.0 0.0 0.0
H -1.548945 4.917349 -0.431865 0.0 0.0 0.0